Density functional theory data (ωB97M-V/def2-TZVPD) for a molecular structure, C29H36BrN6O2V.

Properties
highest occupied orbital energy (alpha / beta)	-0.3809 / -0.3804	Ha
E	-5123.528465	hartree
gap between HOMO and LUMO (alpha / beta)	0.2749 / 0.2747	hartree
largest force on an atom	0.002	Eh/bohr
expectation value of S²	0.82

```
! wB97M-V def2-TZVPD RIJCOSX def2/J DEFGRID3
* xyz 1 2
V -0.679 -0.309 -1.173
O -3.511 4.290 -1.146
C -4.037 3.287 -0.371
C -4.946 3.538 0.644
C -5.450 2.480 1.391
C -5.055 1.182 1.116
C -4.144 0.944 0.092
C -3.613 1.989 -0.648
C -2.591 1.748 -1.747
O -2.238 0.431 -1.860
N -1.378 2.563 -1.439
N -0.217 1.901 -1.452
C 0.906 2.511 -1.485
C 2.164 1.789 -1.400
Br 1.962 -0.108 -1.258
C 3.363 2.363 -1.476
C 4.697 1.752 -1.416
C 5.036 0.793 -0.463
C 6.309 0.246 -0.443
C 7.255 0.649 -1.374
C 6.932 1.618 -2.314
C 5.665 2.177 -2.326
H -3.968 5.118 -0.962
H -5.264 4.555 0.846
H -6.165 2.678 2.178
H -5.465 0.356 1.681
H -3.845 -0.067 -0.156
H -2.997 2.110 -2.700
H -1.380 3.527 -1.750
H 0.964 3.596 -1.566
H 3.339 3.437 -1.648
H 4.313 0.496 0.285
H 6.566 -0.490 0.307
H 8.247 0.219 -1.360
H 7.670 1.944 -3.034
H 5.417 2.939 -3.055
C 1.460 -3.534 -2.202
C 0.194 -4.142 -1.672
C 0.029 -5.518 -1.607
C -1.143 -6.071 -1.113
C -2.174 -5.248 -0.683
C -2.053 -3.868 -0.739
C -3.166 -2.961 -0.299
C -0.856 -3.324 -1.233
N -0.734 -1.946 -1.271
H 2.127 -4.302 -2.587
H 1.998 -2.998 -1.414
H 1.257 -2.819 -3.002
H 0.828 -6.164 -1.950
H -1.256 -7.146 -1.069
H -3.092 -5.682 -0.306
H -4.034 -3.539 0.013
H -3.465 -2.295 -1.113
H -2.855 -2.327 0.535
C 2.025 -0.331 2.764
N 0.765 -0.696 2.140
C 0.687 -2.053 1.624
C -0.206 0.209 1.880
N -0.957 0.097 0.805
N -0.379 1.231 2.757
C -1.175 2.386 2.368
C -0.229 1.040 4.195
H 2.846 -0.631 2.109
H 2.159 -0.831 3.726
H 2.078 0.745 2.912
H 1.053 -2.735 2.392
H 1.293 -2.189 0.724
H -0.342 -2.303 1.384
H -1.814 0.636 0.887
H -2.249 2.212 2.501
H -0.990 2.642 1.326
H -0.886 3.230 2.992
H 0.050 0.014 4.414
H -1.182 1.246 4.686
H 0.525 1.712 4.608
*
```